No. 1
# C23H31F6O3Pt

A molecular structure, C23H31F6O3Pt at a distorted geometry (ωB97M-V with the def2-TZVPD basis set, OMol25).

As for the molar mass: 664.6 g mol⁻¹. The calculation puts the energy at -50033.00305 eV. The total charge is +1. As for the spin multiplicity: 5. Its largest force on an atom is 3.12 eV/Å.

Atoms and positions in Å:
O -0.432 -0.445 -3.360
C -0.491 0.794 -4.208
C -0.331 0.080 -5.532
H 0.329 1.501 -4.018
H -1.465 1.291 -4.108
C -0.262 -1.162 -4.624
H 0.576 0.301 -6.096
H -1.228 0.096 -6.157
C 1.088 -1.838 -4.707
H 1.858 -1.184 -4.282
H 1.295 -2.093 -5.753
H 1.054 -2.759 -4.127
C -1.439 -2.047 -5.007
H -2.381 -1.478 -4.926
H -1.478 -2.953 -4.397
H -1.280 -2.347 -6.057
Pt -0.723 -0.763 1.153
C -2.986 -1.261 3.308
C -2.614 0.097 3.319
C -2.384 0.531 1.970
H -2.620 0.743 4.185
C -2.818 -0.588 1.086
C -3.066 -1.714 1.976
H -3.370 -2.702 1.652
H -3.219 -1.840 4.197
H -2.305 1.558 1.643
H -3.279 -0.416 0.119
C 0.726 -2.926 3.505
C -0.245 -3.497 2.638
C -0.152 -2.884 1.349
H -0.881 -4.343 2.885
C 0.976 -1.875 1.435
C 1.466 -1.968 2.805
H 2.348 -1.459 3.152
H 0.911 -3.243 4.534
H -0.507 -3.310 0.416
H 1.618 -1.648 0.584
O 2.160 1.339 -2.520
C 1.585 0.515 -1.480
C 0.196 1.153 -1.189
H 2.203 0.576 -0.554
H 1.576 -0.536 -1.821
C 0.441 2.648 -1.386
H -0.217 0.931 -0.187
H -0.520 0.813 -1.954
C 1.789 2.703 -2.128
H 0.508 3.158 -0.417
H -0.337 3.140 -1.986
H 2.546 3.073 -1.412
H 1.780 3.393 -2.999
C 0.543 0.726 4.449
C 0.811 1.446 3.145
O 0.555 0.846 1.970
C 0.091 2.880 3.225
F 0.356 3.563 4.378
F 0.404 3.679 2.175
F -1.262 2.710 3.197
C 2.389 1.786 3.155
F 2.789 2.524 4.239
F 3.079 0.607 3.222
F 2.795 2.426 2.037
H -0.524 0.563 4.576
H 0.932 1.326 5.276
H 1.044 -0.237 4.435

No. 2
# C48H44BrN9O7RbSe

A molecular structure, C48H44BrN9O7RbSe at a distorted geometry (ωB97M-V with the def2-TZVPD basis set, OMol25).

As for the molar mass: 1103.3 g mol⁻¹. The calculation puts the energy at -214284.48643 eV. The total charge is -1. Its largest force on an atom is 2.20 eV/Å.

Atoms and positions in Å:
Rb 1.104 0.187 -1.247
C -11.283 -2.330 7.131
O -11.091 -2.618 5.761
C -9.905 -2.248 5.203
C -8.877 -1.621 5.893
C -7.707 -1.288 5.217
C -7.543 -1.571 3.870
C -8.589 -2.204 3.192
C -9.753 -2.538 3.847
C -6.321 -1.227 3.133
N -6.138 -1.423 1.850
C -4.870 -0.953 1.591
C -4.287 -0.475 2.734
N -5.227 -0.655 3.723
C -2.969 0.080 2.782
C -2.347 0.563 3.939
C -1.074 1.063 3.849
C -0.443 1.071 2.598
N -1.012 0.621 1.498
C -2.257 0.127 1.568
C -2.863 -0.388 0.329
N -2.119 -0.335 -0.786
C -2.623 -0.818 -1.902
C -3.910 -1.372 -1.987
C -4.686 -1.424 -0.858
C -4.160 -0.928 0.341
H -12.278 -2.689 7.380
H -11.228 -1.255 7.324
H -10.547 -2.847 7.753
H -8.966 -1.383 6.942
H -6.924 -0.793 5.778
H -8.464 -2.425 2.141
H -10.566 -3.028 3.328
H -5.125 -0.425 4.694
H -2.863 0.539 4.892
H -0.556 1.443 4.719
H 0.560 1.466 2.479
H -1.975 -0.770 -2.767
H -4.269 -1.750 -2.936
H -5.685 -1.840 -0.864
Br -1.304 3.300 -2.963
C -0.399 2.094 -4.152
C 0.141 2.593 -5.323
C 0.768 1.675 -6.151
C 0.816 0.342 -5.781
C 0.268 -0.034 -4.563
N -0.339 0.849 -3.759
C 0.377 -1.487 -4.070
O 0.439 -2.364 -4.947
O 0.402 -1.615 -2.825
H 0.078 3.643 -5.564
H 1.219 2.007 -7.078
H 1.280 -0.417 -6.393
C 6.274 1.159 0.740
C 5.931 2.251 -0.260
N 6.113 3.601 0.267
C 7.478 4.041 0.526
C 7.805 4.110 2.011
C 5.135 4.528 0.387
O 5.383 5.699 0.662
C 3.701 4.114 0.211
C 2.882 4.876 -0.610
C 1.541 4.556 -0.698
C 1.057 3.516 0.080
N 1.822 2.789 0.890
C 3.121 3.077 0.930
H 5.970 0.198 0.329
H 5.734 1.310 1.678
H 7.342 1.129 0.964
H 4.904 2.135 -0.591
H 6.557 2.151 -1.153
H 7.614 5.025 0.077
H 8.140 3.339 0.017
H 7.143 4.821 2.504
H 8.835 4.441 2.158
H 7.687 3.134 2.484
H 3.305 5.701 -1.168
H 0.876 5.094 -1.360
H 0.007 3.241 0.045
H 3.728 2.453 1.577
O 5.037 2.191 -4.295
C 5.532 0.961 -3.972
C 6.655 0.473 -4.641
C 7.197 -0.759 -4.315
C 6.630 -1.513 -3.298
C 5.524 -1.011 -2.627
C 4.945 0.213 -2.947
C 3.712 0.653 -2.158
O 2.910 1.432 -2.707
O 3.602 0.158 -1.005
H 5.587 2.550 -4.999
H 7.103 1.075 -5.426
H 8.064 -1.122 -4.853
H 7.041 -2.477 -3.031
H 5.068 -1.563 -1.816
C -2.145 -4.145 0.945
N -1.227 -4.200 -0.170
C -1.580 -4.286 -1.508
C -0.437 -4.251 -2.220
N 0.599 -4.164 -1.314
C 1.994 -3.994 -1.672
C 0.117 -4.112 -0.051
Se 1.058 -3.951 1.530
H -3.151 -4.313 0.568
H -2.091 -3.169 1.429
H -1.884 -4.904 1.681
H -2.606 -4.327 -1.824
H -0.260 -4.199 -3.281
H 2.158 -4.437 -2.651
H 2.608 -4.486 -0.920
H 2.244 -2.936 -1.715

No. 3
# C4H13N3

2 unconnected molecules or ions with the total composition C4H13N3 at a distorted geometry (ωB97M-V with the def2-TZVPD basis set, OMol25).

As for the molar mass: 103.2 g mol⁻¹. The total charge is +2. Its largest force on an atom is 4.46 eV/Å. As for the relative energy (zero: lowest compared OMol25 entry of this formula, charge and spin): 96.88 kcal per mole.

Atoms and positions in Å:
C 0.116 0.433 1.299
C 0.586 0.852 -0.039
C 0.980 -0.552 -0.609
C 0.353 -1.182 -1.652
N -1.141 -1.436 -1.694
N 2.143 -1.097 -0.179
N -1.360 1.875 1.818
H -0.773 -0.175 1.301
H 0.559 0.775 2.219
H 1.455 1.509 -0.104
H -0.243 1.216 -0.642
H 0.842 -1.874 -2.293
H -1.387 -2.271 -2.230
H -1.409 -1.624 -0.732
H -1.671 -0.686 -2.146
H 2.432 -2.057 -0.284
H 2.895 -0.451 0.025
H -2.350 2.064 1.666
H -0.855 2.689 1.461
H -1.173 1.994 2.815

No. 4
# C5H15NO2

3 unconnected molecules or ions with the total composition C5H15NO2 at a distorted geometry (ωB97M-V with the def2-TZVPD basis set, OMol25).

As for the molar mass: 121.2 g mol⁻¹. The structure (SMILES) is C/C=C/CNC.O.O. The total charge is 0. Its largest force on an atom is 2.80 eV/Å. As for the relative energy (zero: lowest compared OMol25 entry of this formula, charge and spin): 56.81 kcal per mole.

Atoms and positions in Å:
C -0.631 2.206 2.509
C -0.530 1.709 1.001
C 0.638 1.258 0.419
C 0.558 0.471 -0.893
N 1.314 -0.829 -1.000
C 1.098 -1.573 -2.224
H -0.830 1.321 3.129
H 0.359 2.673 2.739
H -1.395 3.089 2.651
H -1.436 1.373 0.437
H 1.638 1.418 0.752
H -0.464 0.118 -0.873
H 0.655 1.235 -1.686
H 2.287 -0.766 -0.680
H 0.124 -1.972 -2.318
H 1.405 -1.119 -3.137
H 1.756 -2.493 -2.292
O -2.523 -0.881 -0.826
H -1.784 -0.951 -1.428
H -2.145 -1.305 -0.024
O -0.341 -1.627 1.547
H 0.009 -2.431 1.079
H 0.238 -0.923 1.119

No. 5
# C30H30BIrN10O2

A molecular structure, C30H30BIrN10O2 (ωB97M-V with the def2-TZVPD basis set, OMol25).

As for the molar mass: 765.7 g mol⁻¹. The calculation puts the energy at -54103.29151 eV. The total charge is +1. As for the spin multiplicity: 2. Its largest force on an atom is 0.81 eV/Å.

Atoms and positions in Å:
Ir -0.068 -0.077 0.968
O 1.778 0.366 1.803
C 2.379 1.127 2.689
C 3.722 0.816 2.988
C 4.411 1.554 3.920
C 3.812 2.633 4.589
C 2.511 2.951 4.302
C 1.777 2.205 3.359
C 0.457 2.602 3.023
N -0.301 2.012 2.159
N -1.427 2.745 1.838
C -2.183 2.040 1.071
O -1.891 0.786 0.815
C -3.426 2.569 0.487
C -3.833 3.871 0.773
C -4.989 4.370 0.200
C -5.743 3.576 -0.656
C -5.340 2.279 -0.939
C -4.182 1.774 -0.370
H 4.184 -0.011 2.465
H 5.438 1.295 4.143
H 4.376 3.206 5.310
H 2.025 3.787 4.791
H 0.057 3.514 3.462
H -3.240 4.479 1.443
H -5.306 5.380 0.422
H -6.645 3.971 -1.103
H -5.928 1.661 -1.604
H -3.854 0.767 -0.594
C 1.149 3.066 -0.181
C 1.297 1.819 -0.979
C 2.027 1.702 -2.153
C 1.884 0.394 -2.571
N 1.101 -0.242 -1.704
N 0.714 0.629 -0.730
B 0.734 -1.735 -1.566
N -0.786 -1.804 -1.230
C -1.766 -2.407 -1.907
C -2.895 -2.431 -1.109
C -2.533 -1.815 0.087
C -3.341 -1.730 1.336
N -1.251 -1.430 -0.018
N 1.506 -2.247 -0.311
C 2.557 -3.052 -0.127
C 2.788 -3.180 1.231
C 1.832 -2.379 1.850
C 1.585 -2.164 3.302
N 1.074 -1.817 0.900
N 1.013 -2.535 -2.797
C 1.293 -3.857 -2.946
C 1.232 -4.149 -4.281
C 0.884 -2.929 -4.904
C 0.651 -2.668 -6.356
N 0.742 -1.969 -4.008
H 1.514 3.897 -0.781
H 1.748 3.021 0.730
H 0.113 3.266 0.085
H 2.572 2.491 -2.641
H 2.253 -0.119 -3.441
H -1.584 -2.797 -2.895
H -3.848 -2.875 -1.337
H -4.374 -1.988 1.114
H -3.315 -0.741 1.784
H -2.967 -2.452 2.064
H 3.072 -3.490 -0.964
H 3.531 -3.791 1.712
H 1.805 -3.077 3.852
H 0.544 -1.898 3.489
H 2.216 -1.367 3.695
H 1.476 -4.501 -2.103
H 1.414 -5.100 -4.751
H 1.069 -3.468 -6.963
H 1.107 -1.726 -6.657
H -0.416 -2.604 -6.570

No. 6
# C45H48N5O2P2SSc

A molecular structure, C45H48N5O2P2SSc at a distorted geometry (ωB97M-V with the def2-TZVPD basis set, OMol25).

As for the molar mass: 829.9 g mol⁻¹. The total charge is +2. Its largest force on an atom is 1.53 eV/Å. As for the relative energy (zero: lowest compared OMol25 entry of this formula, charge and spin): 42.49 kcal per mole.

Atoms and positions in Å:
Sc -0.026 -0.972 -0.277
C -2.730 2.538 0.330
N -1.612 3.445 0.313
C -0.644 3.192 -0.713
P 0.527 1.760 -0.289
C 0.643 1.845 1.536
C 0.486 0.660 2.258
C 0.649 0.641 3.633
C 0.970 1.813 4.301
C 1.127 2.996 3.596
C 0.969 3.014 2.220
C 2.121 2.443 -0.850
C 2.228 2.704 -2.216
C 3.432 3.122 -2.749
C 4.537 3.272 -1.924
C 4.435 3.007 -0.568
C 3.234 2.581 -0.027
C -1.852 4.773 0.730
C -3.130 5.215 1.078
C -3.339 6.511 1.516
C -2.289 7.404 1.623
C -1.020 6.981 1.271
C -0.803 5.690 0.831
P -2.297 0.747 -0.021
C -2.758 0.624 -1.798
C -1.848 0.047 -2.686
C -2.166 -0.114 -4.024
C -3.398 0.310 -4.499
C -4.301 0.902 -3.632
C -3.989 1.057 -2.292
C -3.682 -0.044 0.868
C -4.751 -0.706 0.279
C -5.695 -1.326 1.079
C -5.578 -1.298 2.459
C -4.493 -0.668 3.049
C -3.536 -0.064 2.256
H -3.494 2.814 -0.417
H -3.195 2.561 1.323
H -0.028 4.075 -0.891
H -1.133 2.932 -1.669
H 0.241 -0.290 1.721
H 0.536 -0.283 4.181
H 1.111 1.799 5.369
H 1.388 3.907 4.112
H 1.121 3.930 1.673
H 1.364 2.567 -2.857
H 3.518 3.324 -3.806
H 5.477 3.600 -2.337
H 5.294 3.128 0.075
H 3.162 2.357 1.028
H -3.992 4.574 1.000
H -4.339 6.828 1.768
H -2.454 8.411 1.971
H -0.186 7.662 1.338
H 0.205 5.413 0.566
H -0.848 -0.278 -2.324
H -1.457 -0.562 -4.702
H -3.646 0.190 -5.542
H -5.254 1.247 -4.001
H -4.713 1.513 -1.630
H -4.854 -0.724 -0.796
H -6.535 -1.822 0.616
H -6.321 -1.785 3.070
H -4.404 -0.642 4.124
H -2.664 0.402 2.704
C 5.626 -0.338 -1.951
C 5.343 -0.822 -0.533
N 4.649 -2.093 -0.499
C 5.453 -3.299 -0.358
C 5.680 -3.686 1.098
C 3.332 -2.175 -0.557
S 2.429 -0.753 -1.005
N 2.773 -3.363 -0.379
C 1.517 -3.592 -0.098
O 0.656 -2.689 0.241
C 1.117 -5.006 -0.120
C 2.078 -6.016 -0.167
C 1.686 -7.340 -0.166
C 0.338 -7.668 -0.126
C -0.623 -6.668 -0.121
C -0.235 -5.344 -0.117
H 6.226 0.565 -1.899
H 4.695 -0.109 -2.463
H 6.164 -1.091 -2.521
H 4.729 -0.075 -0.020
H 6.281 -0.946 0.012
H 6.411 -3.115 -0.848
H 4.940 -4.108 -0.880
H 6.177 -2.887 1.642
H 6.314 -4.566 1.135
H 4.735 -3.919 1.582
H 3.122 -5.753 -0.196
H 2.431 -8.121 -0.193
H 0.034 -8.702 -0.101
H -1.672 -6.928 -0.119
H -0.974 -4.556 -0.127
N -3.419 -3.296 -1.426
C -2.748 -2.885 -0.342
N -3.073 -3.418 0.843
O -1.848 -2.012 -0.438
H -4.132 -4.005 -1.385
H -3.152 -2.956 -2.336
H -3.810 -4.096 0.946
H -2.576 -3.116 1.668

No. 7
# C4H5NO2

C4H5NO2 in the gas phase (ωB97M-V with the def2-TZVPD basis set, OMol25).

As for the molar mass: 99.1 g mol⁻¹. The structure (SMILES) is O=C[C@H]1CN=CO1. The total charge is 0. Its largest force on an atom is 0.72 eV/Å. As for the relative energy (zero: lowest compared OMol25 entry of this formula, charge and spin): 28.44 kcal per mole.

Atoms and positions in Å:
O 0.640 -2.475 -0.985
C 0.283 -1.333 -1.150
C -0.365 -0.530 -0.045
C 0.662 0.158 0.895
N 0.191 1.541 0.999
C -0.743 1.651 0.157
O -1.106 0.573 -0.588
H 0.438 -0.794 -2.107
H -1.057 -1.175 0.504
H 0.698 -0.317 1.878
H 1.678 0.149 0.483
H -1.317 2.551 -0.041

No. 8
# C4H12N2S

A gas-phase ion, C4H12N2S (charge +2) at a distorted geometry (ωB97M-V with the def2-TZVPD basis set, OMol25).

As for the molar mass: 120.2 g mol⁻¹. The structure (SMILES) is C[C@]([NH3+])(S)/C=C/[NH3+]. The total charge is +2. Its largest force on an atom is 3.72 eV/Å. As for the relative energy (zero: lowest compared OMol25 entry of this formula, charge and spin): 38.31 kcal per mole.

Atoms and positions in Å:
C 1.030 -0.714 1.346
C 0.942 0.026 0.044
N 1.626 -0.704 -1.064
S 1.655 1.738 -0.302
C -0.575 0.242 -0.505
C -1.522 0.627 0.293
N -2.898 0.982 -0.089
H 1.199 0.019 2.182
H 0.098 -1.300 1.615
H 1.849 -1.487 1.363
H 1.443 -0.254 -1.921
H 2.608 -0.805 -0.880
H 1.285 -1.695 -1.167
H 1.656 1.942 1.001
H -0.669 0.189 -1.535
H -1.301 0.697 1.361
H -3.217 1.815 0.359
H -3.551 0.199 0.155
H -2.822 1.049 -1.083

No. 9
# C21H8Br4Cl2O8Pd

A molecular structure, C21H8Br4Cl2O8Pd (ωB97M-V with the def2-TZVPD basis set, OMol25).

As for the molar mass: 885.2 g mol⁻¹. The total charge is -2. As for the spin multiplicity: 3. Its largest force on an atom is 0.22 eV/Å. As for the relative energy (zero: lowest compared OMol25 entry of this formula, charge and spin): 0.00 kcal per mole.

Atoms and positions in Å:
Pd -0.145 1.318 -1.035
Cl 5.533 5.959 0.521
C 4.452 4.691 -0.032
C 4.995 3.464 -0.444
C 4.171 2.470 -0.878
Cl 4.862 0.964 -1.394
C 2.726 2.592 -0.925
O 2.027 1.629 -1.315
C 2.233 3.881 -0.520
C 0.840 4.259 -0.610
O -0.119 3.595 -0.966
C 3.105 4.891 -0.079
H 6.065 3.304 -0.418
H 0.651 5.316 -0.335
H 2.686 5.845 0.223
Br -3.480 -4.712 -2.670
C -3.123 -2.913 -2.170
C -4.155 -2.010 -2.003
Br -5.961 -2.553 -2.221
C -3.859 -0.677 -1.672
Br -5.227 0.615 -1.425
C -2.552 -0.214 -1.517
O -2.260 1.013 -1.226
C -1.468 -1.165 -1.688
O -0.249 -0.750 -1.553
C -1.795 -2.487 -1.990
Br -0.332 -3.683 -2.145
O 1.735 1.039 2.513
C 0.750 0.740 1.841
O 0.084 1.549 1.094
C 0.222 -0.683 1.915
C 1.049 -1.697 2.374
C 0.617 -3.025 2.438
C -0.672 -3.272 2.039
O -1.357 -4.468 2.035
C -2.534 -4.189 1.269
O -2.747 -2.789 1.312
C -1.505 -2.260 1.598
C -1.092 -0.958 1.512
H 2.054 -1.429 2.673
H 1.264 -3.825 2.775
H -3.384 -4.698 1.723
H -2.378 -4.512 0.237
H -1.728 -0.167 1.136

No. 10
# C2H2INP2

C2H2INP2 in the gas phase at a distorted geometry (ωB97M-V with the def2-TZVPD basis set, OMol25).

As for the molar mass: 228.9 g mol⁻¹. The structure (SMILES) is C#CN1P=[P@@H]1I. The total charge is 0. Its largest force on an atom is 2.90 eV/Å. As for the relative energy (zero: lowest compared OMol25 entry of this formula, charge and spin): 73.28 kcal per mole.

Atoms and positions in Å:
C -0.024 0.069 -1.210
C -0.567 -0.906 -0.711
N -1.470 -1.934 -0.362
P -1.619 -3.634 0.104
P -2.940 -1.431 0.501
I -3.290 0.972 -0.056
H 0.324 0.977 -1.622
H -2.067 -0.933 1.494